ORCA calculation (ωB97M-V/def2-TZVPD) on C55H62BN8O5W as an isolated structure.

As for the net charge: +1. Its HOMO-LUMO gap (alpha / beta) is 0.19399 / 0.19427 Eh. The energy above the lowest of the compared OMol25 structures with the same formula, charge and spin comes out at 106.8 kJ/mol. Its spin multiplicity is 1. For the LUMO energy (alpha / beta), the calculation gives -4.047 / -4.049 eV. The highest occupied orbital energy (alpha / beta) comes out at -9.326 / -9.335 eV.

Each line ends with the Mulliken charge.
Geometry (Å):
W (-0.1768, 0.7837, -0.0511)  1.851
C (5.5575, 0.9333, -2.7094)  -1.193
C (5.0185, -0.3693, -2.0983)  -1.310
C (3.9718, -0.0958, -1.0665)  0.804
C (4.1515, 0.0694, 0.2748)  1.102
C (5.4567, -0.0092, 1.0110)  -1.091
C (5.9340, -1.4450, 1.2747)  -0.972
C (2.8645, 0.4354, 0.8230)  -0.410
C (2.6375, 0.7975, 2.1350)  -0.322
C (1.4510, 1.3177, 2.6448)  -0.127
C (1.2185, 1.6613, 4.0179)  0.422
C (2.1844, 1.4898, 5.1486)  -1.299
C (2.9853, 2.7684, 5.4245)  -1.405
C (-0.0538, 2.1622, 4.0805)  1.105
C (-0.5834, 2.1111, 2.7474)  0.218
C (-1.8653, 2.5346, 2.4082)  -0.585
C (-2.4708, 2.4783, 1.1717)  -0.383
N (-1.8917, 1.9513, 0.0344)  0.179
C (-2.7281, 2.2858, -1.0011)  0.324
C (-2.3965, 2.1449, -2.3338)  -0.794
C (-1.1719, 1.7265, -2.8238)  0.489
N (-0.1008, 1.3063, -2.0510)  -0.633
C (0.8824, 0.9495, -2.9573)  -0.007
C (2.1025, 0.4010, -2.6194)  -0.822
C (2.5921, 0.2027, -1.3439)  0.438
N (1.9042, 0.4542, -0.1747)  -0.066
C (0.4491, 1.2031, -4.2962)  0.821
C (-0.8362, 1.6693, -4.2147)  0.975
C (-1.7055, 2.1412, -5.3348)  -1.512
C (-1.6004, 3.6632, -5.5096)  -1.236
C (1.2453, 0.9649, -5.5387)  -1.361
C (1.1868, -0.5020, -5.9835)  -1.024
C (-3.9209, 2.9158, -0.4956)  0.509
C (-3.7640, 3.0331, 0.8546)  0.950
C (-4.7243, 3.6471, 1.8236)  -1.265
C (-4.6097, 5.1769, 1.8565)  -1.219
C (-5.1080, 3.2974, -1.3189)  -1.230
C (-6.0051, 2.0759, -1.5719)  -1.113
N (0.3475, 1.5899, 1.8829)  -0.796
C (-0.8164, 2.5694, 5.3004)  -1.260
C (-1.7730, 1.4570, 5.7540)  -0.974
H (6.2952, 0.7145, -3.4811)  0.444
H (6.0350, 1.5466, -1.9445)  0.334
H (4.7541, 1.5218, -3.1530)  0.263
H (5.8463, -0.9102, -1.6395)  0.379
H (4.6108, -1.0079, -2.8841)  0.469
H (5.3912, 0.5320, 1.9558)  0.331
H (6.2147, 0.4983, 0.4108)  0.407
H (5.2728, -1.9755, 1.9585)  0.136
H (6.9320, -1.4312, 1.7124)  0.453
H (5.9766, -2.0143, 0.3458)  0.234
H (3.4700, 0.7404, 2.8259)  0.187
H (2.8768, 0.6743, 4.9286)  0.281
H (1.6302, 1.2084, 6.0466)  0.537
H (3.5380, 3.0760, 4.5360)  0.307
H (3.6943, 2.6084, 6.2367)  0.449
H (2.3212, 3.5860, 5.7051)  0.329
H (-2.4384, 2.9944, 3.2025)  0.381
H (-3.1359, 2.4497, -3.0616)  0.440
H (2.7640, 0.1578, -3.4397)  0.586
H (-2.7439, 1.8615, -5.1486)  0.452
H (-1.3984, 1.6524, -6.2596)  0.538
H (-1.8964, 4.1826, -4.5974)  0.281
H (-2.2435, 3.9967, -6.3239)  0.430
H (-0.5745, 3.9510, -5.7410)  0.321
H (2.2869, 1.2532, -5.3820)  0.453
H (0.8496, 1.6001, -6.3318)  0.459
H (1.5906, -1.1574, -5.2107)  0.140
H (1.7651, -0.6447, -6.8963)  0.526
H (0.1572, -0.8070, -6.1734)  0.251
H (-4.5543, 3.2511, 2.8260)  0.441
H (-5.7396, 3.3690, 1.5340)  0.436
H (-3.6114, 5.4845, 2.1696)  0.300
H (-5.3377, 5.6008, 2.5477)  0.414
H (-4.7953, 5.5984, 0.8685)  0.329
H (-4.7862, 3.7220, -2.2716)  0.483
H (-5.6860, 4.0620, -0.7995)  0.348
H (-5.4371, 1.2759, -2.0490)  0.178
H (-6.8439, 2.3428, -2.2143)  0.441
H (-6.3978, 1.6968, -0.6278)  0.322
H (-1.3844, 3.4816, 5.1057)  0.531
H (-0.1188, 2.7900, 6.1091)  0.348
H (-2.5157, 1.2409, 4.9846)  0.185
H (-2.2929, 1.7511, 6.6659)  0.468
H (-1.2205, 0.5373, 5.9538)  0.231
O (2.6732, -2.5197, 2.6683)  -0.274
C (2.0956, -2.3774, 3.9608)  -0.387
N (1.1472, -3.4215, 4.1414)  -0.008
C (-0.1195, -3.4656, 3.6451)  -0.194
O (-0.7471, -4.5048, 3.6155)  -0.649
C (-0.8151, -2.2198, 3.1599)  0.840
C (-2.1600, -2.1058, 3.4997)  -0.840
C (-2.9525, -1.2255, 2.7941)  -1.517
C (-2.3906, -0.4980, 1.7644)  -0.195
N (-1.0790, -0.5071, 1.4965)  0.702
C (-0.3100, -1.3712, 2.1826)  -0.636
H (3.0401, -1.6778, 2.3731)  -0.151
H (1.5986, -1.4088, 4.0625)  0.292
H (2.8666, -2.4777, 4.7270)  0.299
H (1.5154, -4.3341, 4.3700)  0.310
H (-2.5722, -2.7385, 4.2742)  0.615
H (-4.0078, -1.1334, 3.0079)  0.599
H (-3.0118, 0.1084, 1.1233)  0.415
H (0.7348, -1.3955, 1.9112)  0.034
O (-0.0573, -1.6260, -2.2169)  -0.381
B (-0.7951, -0.9664, -1.2225)  0.799
O (-2.1657, -1.1253, -1.4890)  -0.482
C (-2.2546, -1.9001, -2.6198)  1.110
C (-3.3711, -2.3254, -3.3039)  -1.336
C (-3.1567, -3.1012, -4.4409)  -0.710
C (-1.8737, -3.4420, -4.8517)  -0.780
C (-0.7483, -3.0024, -4.1591)  -0.963
C (-0.9680, -2.2161, -3.0501)  0.499
H (-4.3703, -2.0752, -2.9721)  0.562
H (-4.0054, -3.4482, -5.0146)  0.440
H (-1.7432, -4.0697, -5.7231)  0.456
H (0.2519, -3.2677, -4.4741)  0.599
N (3.5769, -4.5974, 0.3523)  -0.179
C (2.6807, -5.1565, -0.5001)  -0.177
O (2.9837, -5.9513, -1.3669)  -0.655
C (1.2601, -4.7207, -0.2921)  0.241
C (0.2310, -5.6545, -0.3626)  -0.426
C (-1.0686, -5.2344, -0.1461)  -1.478
C (-1.2972, -3.8854, 0.0846)  -0.425
N (-0.3246, -2.9776, 0.0952)  0.823
C (0.9269, -3.3958, -0.0831)  -0.189
H (4.5378, -4.8868, 0.2800)  0.234
H (3.3136, -3.9562, 1.0856)  0.128
H (0.4684, -6.6873, -0.5818)  0.543
H (-1.8907, -5.9357, -0.1583)  0.564
H (-2.2990, -3.5051, 0.2585)  0.475
H (1.6940, -2.6254, -0.0777)  0.422

Cartesian forces (eV/Å) of the 2 atoms listed first:
0.4 0.1 1.0
0.0 -0.1 0.0